Entry 1:
Below is a cluster of 9 separate species, C27H75N3O12 in total, with properties calculated with ωB97M-V/def2-TZVPD.

As for the net charge: -1. Its spin multiplicity is 2. Its lowest unoccupied orbital energy (alpha / beta) is 2.083 / 2.048 eV. Its HOMO energy (alpha / beta) is 0.66 / -6.50 eV. Its expectation value of S² is 0.750. For the total energy, the calculation gives -58248.1810 eV. As for the max |F|: 4.25 eV/Å.

CARTESIAN COORDINATES (ANGSTROEM)
C -0.99110 -4.19543 -2.30337
C 0.46144 -3.67748 -2.15320
C 1.47609 -4.84124 -1.82110
O 0.86208 -5.81002 -0.96278
C 1.85925 -6.72921 -0.54994
N 0.75223 -2.70462 -3.13167
H -1.78901 -3.71290 -2.86781
H -1.42649 -4.47606 -1.34431
H -0.98003 -5.10125 -2.90956
H 0.50005 -3.10947 -1.22370
H 2.48596 -4.62873 -1.47023
H 1.64106 -5.40761 -2.73768
H 2.85855 -6.32223 -0.39544
H 1.82690 -7.70048 -1.04361
H 1.54613 -6.99242 0.46039
H 1.62601 -2.31629 -2.80639
H 0.10030 -1.93325 -3.12275
C 2.77910 5.48327 -1.51510
C 1.43880 4.99502 -0.95461
C 0.24265 6.01462 -1.13391
O -0.74564 5.52920 -0.30811
C -1.84592 6.34073 -0.00422
N 1.15584 3.68783 -1.62006
H 2.79207 5.49513 -2.60495
H 3.53680 4.84841 -1.05582
H 2.84782 6.49934 -1.12653
H 1.69007 4.77931 0.08386
H -0.00416 6.14261 -2.18786
H 0.54167 7.00743 -0.79775
H -1.58061 7.16331 0.65991
H -2.68190 5.74769 0.36665
H -2.18415 6.85386 -0.90444
H 1.65292 3.02004 -1.04817
H 0.20760 3.52484 -1.31285
C -0.16433 -5.23307 5.61614
C -1.18838 -4.39945 4.78431
C -1.37025 -2.94764 5.28883
O -2.23786 -2.27146 4.30157
C -2.51052 -0.92066 4.48131
N -0.80630 -4.45612 3.35978
H -0.01484 -6.24883 5.25011
H -0.61684 -5.34517 6.60142
H 0.87341 -4.92564 5.74532
H -2.15885 -4.89572 4.78603
H -0.43080 -2.45390 5.53735
H -1.96143 -2.88314 6.20231
H -3.32128 -0.75713 3.77137
H -1.64339 -0.31593 4.21579
H -2.79784 -0.77501 5.52263
H -1.19644 -3.57254 3.06453
H -1.43386 -5.03057 2.81545
C -0.35333 0.76730 1.20462
C -0.32406 0.24670 -0.31810
C -1.62336 -0.60619 -0.68946
O -0.43186 1.33581 -1.14493
H 0.31931 1.62408 1.16489
H 0.01316 -0.02376 1.85885
H -1.34374 1.07747 1.53773
H 0.59797 -0.31325 -0.47436
H -1.47858 -0.86833 -1.73752
H -2.62691 -0.23895 -0.47472
H -1.56306 -1.57627 -0.19610
H -0.24953 1.05259 -2.04390
C -5.46628 3.52207 -0.98103
C -4.25708 2.83326 -1.46592
C -3.55771 3.71631 -2.51087
O -3.38477 2.52966 -0.39358
H -6.02628 4.07038 -1.73857
H -5.30130 4.39628 -0.35123
H -6.11640 2.82236 -0.45582
H -4.61384 1.85736 -1.79523
H -2.61642 3.41323 -2.96937
H -3.36000 4.66299 -2.00807
H -4.16991 4.06902 -3.34088
H -2.55273 2.38779 -0.85096
C 0.42994 2.47185 -5.75116
C -0.53666 1.78941 -4.75865
C -1.89328 1.28369 -5.35486
O 0.04459 0.79679 -3.99774
H -0.03685 3.16850 -6.44749
H 0.99325 1.72935 -6.31639
H 1.13891 3.01320 -5.12474
H -0.82637 2.46185 -3.95119
H -1.75419 0.42075 -6.00608
H -2.51372 2.00765 -5.88309
H -2.35301 0.97292 -4.41668
H 0.49539 0.10160 -4.48260
C 1.95841 -4.21696 1.82994
C 2.22963 -2.76188 2.01992
O 1.11579 -2.12323 2.76613
O 1.85109 -4.86223 3.10915
H 2.78862 -4.61306 1.24516
H 1.07105 -4.34440 1.20990
H 2.40172 -2.02431 1.23604
H 3.05923 -2.68137 2.72234
H 0.72816 -2.79172 3.33574
H 0.90854 -5.03366 3.17095
C 1.72219 0.60782 4.92840
C 1.13660 1.80281 5.78069
O 1.29741 1.76588 7.14384
O 1.03320 -0.57987 5.14518
H 2.76619 0.52239 5.22984
H 1.76927 0.86919 3.87125
H 0.07011 1.74789 5.56232
H 1.24877 2.77727 5.30535
H 0.82153 1.06665 7.59795
H 1.38099 -1.27112 4.57701
C 3.60376 1.36051 -3.21087
C 3.21217 0.20396 -2.42447
O 3.25185 -1.01763 -3.08908
O 5.08431 1.38708 -3.27230
H 3.13636 2.27069 -2.83510
H 3.26651 1.28977 -4.24497
H 2.25274 0.46931 -1.98042
H 3.87150 0.13202 -1.55948
H 3.28357 -0.99474 -4.04828
H 5.30459 2.02605 -3.95405

=====

Entry 2:
Below is a cluster of 15 separate species, C28H92N6O15 in total, with properties calculated with ωB97M-V/def2-TZVPD.

As for the net charge: 0. Its lowest unoccupied orbital energy is -0.496 eV. Its HOMO energy is -7.91 eV. For the total energy, the calculation gives -70178.5086 eV. As for the energy above the lowest of the compared OMol25 structures with the same formula, charge and spin: 0.0000 eV. As for the max |F|: 2.48 eV/Å.

CARTESIAN COORDINATES (ANGSTROEM)
C -4.73134 0.56937 5.20622
C -4.60136 1.03822 3.78068
O -3.24118 1.40313 3.45739
H -4.25415 -0.38376 5.43064
H -5.78133 0.37362 5.45838
H -4.43734 1.36529 5.88827
H -5.18712 1.94675 3.61040
H -4.93792 0.32636 3.01965
H -3.30149 2.19168 2.90699
C -5.68148 4.11233 6.68441
C -5.43840 3.60644 8.11399
O -4.86262 4.68244 8.88002
H -4.68713 4.36138 6.30868
H -6.27802 5.02296 6.63453
H -6.08996 3.34095 6.03220
H -4.74275 2.76751 8.10386
H -6.37880 3.29124 8.57503
H -5.46570 5.41429 8.71369
O -1.73908 -0.84252 1.89158
H -2.30903 -0.40250 2.53786
H -1.40670 -0.11591 1.30427
O -3.65957 3.85135 1.47099
H -4.03486 3.58519 0.61902
H -2.96680 4.48893 1.25120
O -2.78445 0.48242 7.89698
H -3.37959 -0.03551 8.49870
H -2.74607 1.37379 8.29027
O -5.54336 4.65995 3.45027
H -5.23008 5.49292 3.81994
H -4.82718 4.35788 2.86307
O -1.34196 0.40362 5.43770
H -1.94942 0.37951 6.19937
H -1.74974 1.00920 4.79842
O -7.55398 0.99315 3.14900
H -7.85970 0.68952 2.28426
H -8.01059 0.42401 3.78167
O -8.12006 3.63151 3.64380
H -7.91650 2.69033 3.46655
H -7.26078 4.08486 3.55403
C -0.64597 -5.56582 6.21798
C -1.67105 -4.89216 5.31012
C -2.39328 -3.68835 5.88488
O -3.08104 -4.04176 7.07547
C -3.77712 -2.95093 7.59561
N -1.06469 -4.47483 4.03196
H -1.04062 -5.76189 7.21873
H 0.27308 -4.98245 6.27459
H -0.41319 -6.57187 5.86028
H -2.43883 -5.62470 5.04453
H -3.14347 -3.39155 5.14782
H -1.73538 -2.83284 6.08041
H -4.25188 -3.06896 8.57590
H -4.56621 -2.53443 6.95982
H -3.03374 -2.19495 7.89155
H -0.47218 -5.18386 3.61509
H -0.42874 -3.71020 4.25458
C 0.10907 2.95648 8.56829
C -1.21914 3.70916 8.51235
C -1.76620 3.82052 7.11272
O -1.02144 4.75118 6.36799
C -1.53736 4.96900 5.08678
N -2.15816 3.08828 9.46281
H 0.64368 3.01344 9.51669
H 0.74393 3.36545 7.78070
H -0.07632 1.89636 8.38039
H -1.08595 4.72217 8.91580
H -2.78065 4.23453 7.19702
H -1.90386 2.83920 6.64126
H -2.62843 5.10255 5.12240
H -1.37224 4.06415 4.48496
H -1.08634 5.81232 4.57127
H -1.78354 3.23469 10.39272
H -3.06361 3.55751 9.49758
C -3.18246 -0.09646 12.93643
C -3.17868 -0.47040 11.46368
C -4.52395 -0.00216 10.86135
O -4.74086 -0.43571 9.52022
C -6.10719 -0.27689 9.15702
N -2.07050 0.28169 10.84864
H -2.21334 -0.17274 13.42270
H -3.90467 -0.70946 13.48646
H -3.56397 0.91469 13.10783
H -3.00888 -1.51580 11.20741
H -4.60454 1.08974 10.92588
H -5.33344 -0.33863 11.52465
H -6.71622 -0.96575 9.74396
H -6.21937 -0.57410 8.11413
H -6.39177 0.77160 9.24689
H -1.94949 1.21363 11.21254
H -2.24141 0.41047 9.86636
C 0.19141 2.49062 2.37330
C 0.39087 1.91233 0.97349
C 1.41928 0.81616 0.79454
O 2.71485 1.33983 1.04633
C 3.65628 0.31619 1.20611
N -0.92831 1.45132 0.48355
H -0.61057 3.22704 2.42659
H 1.10378 2.93975 2.76153
H -0.12150 1.64873 3.00072
H 0.79625 2.74859 0.38157
H 1.41986 0.43765 -0.23280
H 1.21797 -0.01131 1.48412
H 3.75793 -0.28810 0.29474
H 3.38274 -0.34486 2.03846
H 4.63277 0.74012 1.43811
H -0.77717 1.34258 -0.52176
H -1.58753 2.21966 0.55631
C -3.69137 -5.52293 1.54609
C -3.76640 -4.03732 1.22334
C -4.52195 -3.14391 2.20750
O -5.92270 -3.42588 2.02689
C -6.71522 -2.43886 2.63997
N -2.35700 -3.57833 1.24404
H -3.00355 -6.01749 0.86718
H -4.69484 -5.94410 1.41770
H -3.42639 -5.69054 2.59060
H -4.17814 -3.86320 0.22565
H -4.23785 -2.09053 2.15295
H -4.21400 -3.42920 3.22023
H -7.76195 -2.64398 2.41130
H -6.50137 -1.44839 2.21688
H -6.54630 -2.35354 3.71967
H -2.28144 -2.55659 1.24346
H -1.86214 -3.85515 2.09477
C -2.85253 -1.48279 -3.58156
C -3.91268 -0.49726 -3.12556
C -3.91652 -0.35869 -1.60690
O -4.92813 0.50955 -1.14887
C -4.86266 0.63038 0.27079
N -3.67770 0.83626 -3.76605
H -2.78690 -1.44066 -4.66536
H -3.09371 -2.47505 -3.20393
H -1.89918 -1.15674 -3.15418
H -4.88378 -0.77802 -3.54425
H -2.94044 0.03978 -1.29443
H -4.01559 -1.37198 -1.19153
H -3.83246 0.73402 0.61629
H -5.27953 -0.29770 0.67625
H -5.53065 1.44728 0.54321
H -2.85576 1.18936 -3.27490
H -4.45342 1.42781 -3.48359